C32H47FN4O4 | ωB97M-V/def2-TZVPD

Results
HOMO energy: -9.2 eV
Structure (SMILES): CCCCC[C@H](O[C@H](CO[C@@H](CC(N)(N)N)c1cccnc1)CC(=O)O)[C@@H](C)F.c1ccccc1.c1ccccc1
Lowest unoccupied orbital energy: 0.00 eV
DFT total energy: -1867.35286 Ha
Frontier orbital gap: 9.24 eV

Last column: Löwdin charge in e.
CARTESIAN COORDINATES (ANGSTROEM)
F: 0.39 2.54 1.51  0.001
O: 1.68 0.86 -4.13  0.116
O: 2.31 -1.14 -3.29  0.094
O: 1.86 1.67 -1.24  -0.054
O: 0.93 -0.73 1.12  -0.091
N: 1.97 -3.94 3.66  0.067
N: -3.12 -0.23 2.12  0.097
N: 2.44 -3.43 1.39  0.094
N: 0.62 -4.99 1.98  0.093
C: 1.62 -0.49 -0.09  -0.127
C: -0.67 -7.51 6.95  -0.100
C: -2.22 -1.96 0.15  -0.029
C: -3.54 -1.59 0.21  -0.071
C: -0.75 4.73 -6.40  -0.099
C: 0.75 -6.02 5.71  -0.099
C: -2.64 6.00 -7.19  -0.099
C: -1.86 -0.62 2.04  -0.097
C: -3.92 -0.75 1.21  -0.165
C: -0.68 3.33 -2.61  -0.212
C: -0.42 3.69 -1.14  -0.182
C: -1.36 -1.48 1.09  -0.177
C: 0.35 -2.61 2.47  -0.052
C: 0.42 0.05 -2.24  -0.027
C: 1.66 -6.01 6.76  -0.096
C: -0.42 -6.77 5.81  -0.092
C: 0.06 5.85 -6.53  -0.095
C: 1.91 2.80 -0.38  -0.256
C: -2.10 4.80 -6.72  -0.099
C: 2.43 3.60 1.93  -0.025
C: -2.15 2.98 -2.88  -0.232
C: 1.06 3.99 -0.87  -0.107
C: -0.48 7.05 -6.99  -0.099
C: 0.24 -7.50 8.01  -0.102
C: 0.94 0.66 -0.89  -0.262
C: 1.37 -3.77 2.35  -0.655
C: 0.10 -1.87 1.12  -0.289
C: -1.83 7.12 -7.32  -0.101
C: 1.52 -0.01 -3.30  -0.465
C: -2.73 1.83 -2.02  -0.103
C: 1.40 -6.75 7.91  -0.102
C: 1.72 2.51 1.12  -0.322
H: -1.13 -6.77 4.99  0.099
H: 0.95 -5.44 4.82  0.046
H: 1.87 4.54 1.89  0.078
H: 1.78 -1.38 -0.69  0.104
H: 1.03 -5.80 2.42  0.067
H: 2.57 -5.43 6.69  0.096
H: 3.28 -3.95 1.62  0.074
H: -0.87 2.98 -0.45  0.086
H: -2.25 8.04 -7.69  0.099
H: -0.33 3.80 -6.04  0.101
H: -0.43 0.57 -2.64  0.096
H: 3.47 3.72 1.63  0.086
H: -0.49 4.26 -3.16  0.106
H: 0.11 -0.98 -2.01  0.112
H: 0.61 -5.08 0.98  0.067
H: 2.61 -0.12 0.18  0.134
H: 2.11 -6.74 8.73  0.098
H: 2.20 1.58 1.43  0.137
H: -2.83 0.95 -2.65  0.064
H: 1.57 4.40 -1.74  0.124
H: -0.96 4.63 -0.99  0.119
H: 0.80 -1.88 3.15  0.122
H: 0.04 -8.08 8.90  0.098
H: -3.69 6.05 -7.44  0.099
H: 0.03 2.60 -3.00  0.088
H: -0.58 -2.99 2.87  0.120
H: 2.94 3.16 -0.46  0.147
H: -4.97 -0.48 1.26  0.107
H: -2.76 3.86 -2.71  0.103
H: -3.74 2.04 -1.66  0.069
H: -4.26 -1.95 -0.51  0.107
H: 2.54 -3.13 3.89  0.093
H: 0.33 -2.59 0.33  0.129
H: 2.41 3.27 2.97  0.083
H: 1.11 5.80 -6.28  0.101
H: 0.14 7.92 -7.10  0.099
H: 1.12 4.77 -0.11  0.106
H: 2.17 -3.63 0.44  0.061
H: -2.73 3.93 -6.61  0.098
H: 2.62 -4.72 3.61  0.083
H: -1.17 -0.22 2.77  0.130
H: -1.58 -8.10 7.03  0.098
H: -1.87 -2.62 -0.63  0.117
H: -2.26 2.69 -3.93  0.092
H: 0.04 1.00 -0.38  0.134
H: -2.10 1.52 -1.19  0.046
H: 1.75 -1.84 -2.94  0.094


C32H47N11O2Sr | ωB97M-V/def2-TZVPD

Results
ΔE to the lowest compared entry with this formula, charge and spin: 19.94 kJ/mol
HOMO energy (alpha / beta): -7.2 / -7.1 eV
Lowest unoccupied orbital energy (alpha / beta): -1.30 / -1.32 eV
DFT total energy: -2031.16282 Ha
Frontier orbital gap (alpha / beta): 5.88 / 5.80 eV

Last column: Löwdin charge in e.
CARTESIAN COORDINATES (ANGSTROEM)
Sr: -1.97 -0.60 -1.87  1.371
O: -0.73 1.52 -2.34  -0.158
O: -2.65 -1.21 0.42  -0.176
N: -2.70 -3.21 -2.02  -0.063
N: 1.26 -0.69 -4.89  0.115
N: -2.63 -6.24 -0.47  0.137
N: -2.08 -4.11 -1.28  0.080
N: 0.28 -1.59 -2.81  0.064
N: 1.16 0.13 -7.00  0.173
N: -4.03 -4.96 -1.88  0.132
N: -3.62 -0.77 -5.32  -0.133
N: -0.80 -0.64 -6.05  0.201
N: -0.67 0.46 0.07  0.052
N: -2.90 -5.11 -1.23  -0.296
C: 2.72 2.66 -4.40  -0.051
C: -3.87 -3.74 -2.38  -0.197
C: -2.05 -0.84 1.46  -0.279
C: 0.51 -0.41 -5.94  -0.508
C: 4.67 -0.04 0.16  -0.039
C: -3.50 -2.36 2.94  -0.536
C: 4.10 1.63 1.93  -0.053
C: 0.69 -1.17 -3.81  -0.360
C: -3.49 -0.72 -4.16  -0.412
C: -2.39 -1.32 2.78  -0.078
C: 2.66 2.27 -1.47  0.035
C: -0.11 0.76 5.04  -0.558
C: 1.52 2.32 -2.21  -0.073
C: -0.93 0.10 1.34  -0.170
C: 0.27 3.04 -4.37  -0.055
C: -4.83 -1.78 2.43  -0.037
C: 2.82 1.56 -0.24  -0.146
C: 0.95 1.84 4.77  -0.061
C: -0.31 0.62 2.51  0.028
C: 1.72 0.98 0.30  0.021
C: 4.19 1.39 0.41  -0.553
C: -1.70 -0.81 3.84  0.038
C: -3.15 -3.63 2.16  -0.046
C: -0.69 0.20 3.74  -0.155
C: 5.23 2.36 -0.15  -0.064
C: 0.46 1.03 -0.35  -0.181
C: 1.75 4.61 -3.16  -0.043
C: 1.54 3.13 -3.52  -0.527
C: 0.35 1.63 -1.70  -0.293
C: -1.23 1.38 5.87  -0.042
C: 0.56 -0.37 5.83  -0.042
C: -3.70 -2.75 4.41  -0.070
H: 2.10 0.44 -6.85  0.104
H: 1.78 1.45 4.19  0.071
H: 5.08 1.52 2.38  0.086
H: 0.64 0.51 -7.78  0.108
H: 0.96 0.01 6.77  0.086
H: 6.17 2.25 0.40  0.085
H: -1.36 -0.97 -5.28  0.034
H: 2.71 3.21 -5.34  0.084
H: -2.80 -3.19 4.84  0.087
H: -5.10 -0.88 3.00  0.091
H: -2.22 -4.07 2.53  0.092
H: -3.03 -3.41 1.10  0.048
H: -1.99 0.64 6.14  0.077
H: 1.79 5.22 -4.07  0.085
H: -4.77 -1.52 1.38  0.073
H: 1.38 -0.81 5.26  0.090
H: 3.68 2.82 -3.92  0.074
H: 2.62 1.59 -4.61  0.064
H: 2.67 4.77 -2.60  0.078
H: -5.63 -2.52 2.57  0.085
H: -3.94 -4.37 2.28  0.085
H: 5.66 -0.20 0.60  0.085
H: -4.00 -1.90 5.03  0.086
H: 3.43 0.91 2.41  0.064
H: 0.43 3.64 -5.27  0.085
H: -3.08 -7.02 -0.94  0.098
H: -0.60 3.42 -3.85  0.086
H: 4.75 -0.24 -0.91  0.091
H: 0.05 2.02 -4.67  0.063
H: 3.98 -0.77 0.59  0.085
H: -0.83 1.79 6.80  0.085
H: -1.35 -0.27 -6.81  0.107
H: 0.52 2.69 4.24  0.091
H: -1.62 -6.35 -0.46  0.101
H: 0.42 1.41 2.39  0.100
H: 5.45 2.17 -1.20  0.081
H: 4.91 3.40 -0.05  0.092
H: -1.95 -1.15 4.83  0.093
H: -1.72 2.19 5.32  0.092
H: -4.49 -3.50 4.47  0.086
H: -0.15 -1.17 6.08  0.077
H: 3.53 2.78 -1.86  0.093
H: -4.58 -3.24 -3.01  0.100
H: 1.34 2.20 5.72  0.088
H: 1.79 0.38 1.20  0.109
H: 0.92 4.98 -2.55  0.092
H: 3.72 2.63 2.14  0.094